w) The following is a DFT calculation (ωB97M-V/def2-TZVPD) of an isolated molecule of C3H3N3O.

Output
**Kohn-Sham gap (spin up / spin down)**: 8.167 / 8.290 eV
**Lowest unoccupied orbital energy (spin up / spin down)**: -1.0 / -1.5 eV

CARTESIAN COORDINATES (ANGSTROEM)
H 0.10040 0.89541 0.66492
N 4.91410 -0.22400 -0.38152
C 1.48165 -0.85011 0.48413
N -1.23248 -1.56941 -0.81855
H -2.21995 -1.39145 -1.09991
C 3.80233 -0.08034 -0.06527
C 0.17025 -0.21693 0.48982
O -0.99141 -0.56689 -0.06956
H 1.69143 -1.78208 0.91394
N 2.44429 -0.05633 0.12610

x) The following is a DFT calculation (ωB97M-V/def2-TZVPD) of an isolated molecule of C3H3N3O.

Output
**Kohn-Sham gap**: 9.242 eV
**Lowest unoccupied orbital energy**: -0.2 eV
**SMILES**: [H]/N=N/C=C\N=C=O

CARTESIAN COORDINATES (ANGSTROEM)
O -1.76962 1.47367 -1.58537
N -1.30784 0.94512 0.69017
N 0.45561 -0.63715 -0.71263
N 1.55025 -0.85391 -1.26032
H 1.29768 -1.18115 1.20358
C -0.34244 0.17734 1.33213
C 0.51220 -0.63304 0.69486
C -1.48852 1.14992 -0.50078
H -0.28767 0.33303 2.40376
H 1.37545 -0.75860 -2.27217

If you had to bet on the most stable structure above, which would it be? Bet on x).